16
Properties=species:S:1:pos:R:3:forces:R:3:mulliken_charge:R:1 method="wB97M-V/def2-TZVPD" de_lowest_kcal_mol=4.9 spin_multiplicity=1 largest_force_ev_per_a=3.67 orbital_gap_ev=9.932 smiles="NSC[NH+]=C(N)N" total_charge=+1 lumo_energy_ev=-2.97 total_energy_ev=-19008.900
N -1.656796 1.858216 0.133782 -0.2542 2.2394 -0.8500 -0.782
S -0.321869 2.032809 1.185301 1.2222 -2.3774 1.2103 0.050
C -0.182763 0.053797 1.463332 -1.1522 2.3915 2.5311 -0.709
N 0.721043 -0.754809 0.704356 0.4024 0.1652 0.5969 -0.203
C 0.749755 -0.857965 -0.645441 -0.5642 -0.3718 0.6829 0.640
N 1.555114 -1.813709 -1.115584 0.0295 0.2828 -0.3857 -0.362
N -0.079887 -0.113665 -1.372315 -0.2354 2.1848 0.5149 -0.321
H -2.567995 2.014932 0.616836 0.9064 -0.1670 -0.5051 0.289
H -1.446744 2.716750 -0.436569 -1.1745 -1.0676 0.1025 0.294
H -1.330106 0.006584 1.412460 1.8840 -1.3152 -0.5140 0.306
H 0.101756 -0.095783 2.567785 -0.4928 0.3574 -1.7734 0.395
H 1.508428 -1.151295 1.267986 -1.1529 0.4474 -1.1007 0.309
H 1.491481 -2.155395 -2.048611 -0.0576 0.1807 -0.6460 0.236
H 1.989367 -2.461003 -0.489127 0.0499 -0.0759 0.3511 0.209
H 0.024037 -0.057644 -2.409913 -0.1845 -0.2248 1.4880 0.282
H -0.554821 0.778180 -0.834277 0.7738 -2.6496 -1.7029 0.366